Here is a cluster of 7 separate species, C46H81Br2NO13P2S3 in total in a non-equilibrium geometry from the OMol25 dataset. Energies are from ωB97M-V/def2-TZVPD.

The geometry in XYZ format:
```
148
Properties=species:S:1:pos:R:3:forces:R:3
C 0.694846 0.741414 -2.180924 -0.20 0.60 0.74
C 1.044932 -0.367853 -1.162676 0.41 -0.76 -3.03
O 0.462346 -0.123853 0.073993 0.43 -0.14 0.07
C 0.767105 -0.536735 1.323007 0.02 0.87 1.81
O -0.008120 -1.694192 1.707042 0.35 -0.48 -0.89
C -0.926558 -2.237768 0.874437 -1.99 -1.58 -0.64
O -1.786533 -1.690765 0.222479 1.26 0.78 0.45
C -1.029801 -3.772397 0.890874 0.64 -0.15 0.50
C -0.586628 -4.608071 -0.145701 0.33 0.31 -0.63
C -0.695672 -5.986608 -0.081383 -0.17 -0.97 0.30
C -1.296917 -6.630884 1.014483 0.10 0.91 -0.06
C -1.782973 -5.810759 2.015465 0.07 0.69 0.29
C -1.634252 -4.394949 1.964248 -0.56 -1.31 0.89
C 0.138941 0.691608 2.240048 -1.51 0.79 -2.36
Br -0.371066 2.213137 0.963951 0.08 -0.01 0.25
C -1.272321 0.419160 2.819381 -0.30 0.49 1.36
C -1.448238 -0.391894 4.101406 -0.31 -1.06 0.93
C -1.392523 0.209424 5.520555 0.34 0.63 -0.75
N -1.769512 -1.625319 4.005095 0.13 0.33 -0.24
O 1.041382 1.456673 3.000667 0.13 -0.78 0.70
S 2.045147 0.815013 4.038254 2.67 0.68 2.25
O 3.185647 1.691929 4.135999 0.08 0.02 -1.87
O 1.547415 0.642794 5.367810 -1.73 -0.61 -0.73
C 2.564863 -0.818752 3.287343 -2.40 -0.74 0.54
S 1.723603 -2.013431 4.390210 0.17 -0.89 0.54
P 4.430827 -0.938444 3.782327 1.55 0.92 -0.85
O 4.947513 -2.473993 3.567659 -0.64 0.35 0.89
Br 4.516082 -0.679407 6.026470 -0.35 -0.46 -0.52
C 2.290609 -0.884807 1.713106 -0.01 1.18 -0.31
C 3.181395 0.302128 1.093083 0.26 -0.22 -0.84
C 4.311447 -0.045554 0.084839 0.69 0.60 0.00
C 5.678106 -0.512427 0.646780 -0.46 0.13 -0.04
S 6.598127 0.788210 1.556082 0.55 0.18 -0.29
P 2.974250 -2.573710 1.119460 0.84 -0.84 -0.12
C 2.480020 -2.975871 -0.640013 -0.39 -0.41 0.67
C 2.156509 -4.063299 1.934952 0.07 -0.43 0.65
C 3.122533 -4.815644 2.917978 -0.89 0.02 -0.72
H 0.942309 1.737606 -1.777635 -0.13 -0.34 -0.08
H 1.275707 0.637472 -3.108229 -0.15 -0.32 0.29
H -0.377645 0.734632 -2.420439 0.29 0.03 0.08
H 0.636731 -1.288188 -1.628312 0.02 0.21 0.55
H 2.134090 -0.495488 -1.250258 -0.35 0.17 1.03
H -0.130419 -4.205696 -1.052258 -0.15 0.02 0.28
H -0.317774 -6.638706 -0.872174 -0.04 0.55 -0.03
H -1.402670 -7.712236 1.086052 0.10 0.27 -0.17
H -2.295957 -6.246557 2.877267 0.18 0.19 -0.25
H -2.054396 -3.860646 2.817745 0.31 0.28 -0.40
H -1.948979 0.005731 2.058158 0.70 -0.11 0.00
H -1.703793 1.411884 3.037324 0.34 -0.30 0.02
H -1.027970 1.245872 5.487050 -0.14 -0.32 0.25
H -2.385317 0.180381 5.993109 0.19 0.05 -0.33
H -0.704024 -0.382314 6.136198 -0.09 0.22 -0.23
H -1.894260 -2.001458 4.949538 -0.08 -0.05 -0.14
H 0.567435 -2.454260 3.844851 0.30 0.60 -0.50
H 4.873599 -3.024594 4.363582 -0.15 -0.10 -0.19
H 3.676886 0.922588 1.854307 -0.33 -0.39 0.10
H 2.533175 1.022822 0.564477 -0.03 -0.43 0.32
H 4.549763 0.915444 -0.412565 -0.20 -0.34 0.13
H 4.036705 -0.716883 -0.739358 -0.18 0.00 0.43
H 6.325382 -0.702636 -0.227200 -0.01 0.20 0.43
H 5.625265 -1.463266 1.190336 -0.08 0.38 0.08
H 5.809284 1.266007 2.547165 -0.27 -0.59 -0.40
H 2.718733 -4.048100 -0.745452 0.03 0.39 0.20
H 3.036143 -2.456981 -1.423056 -0.34 0.15 0.22
H 1.391149 -2.909965 -0.710540 0.37 0.09 -0.55
H 1.204768 -3.840548 2.421346 0.23 -0.03 -0.16
H 1.919404 -4.837824 1.185537 0.07 0.74 -0.21
H 3.090483 -4.410641 3.934097 0.27 0.05 -0.34
H 2.742943 -5.850496 2.971156 0.37 0.27 0.04
H 4.119682 -4.797146 2.459558 -0.09 -0.16 0.52
C -2.270017 6.917219 -1.753803 -0.14 -0.01 -0.29
C -3.256922 6.643404 -0.629225 0.03 0.11 0.23
C -3.144734 5.134466 -0.478791 -0.06 -0.16 -0.12
O -1.805186 4.782288 -0.839872 -0.05 0.12 -0.02
C -1.172196 5.909246 -1.459478 0.17 0.02 0.17
H -1.907786 7.944611 -1.780029 0.02 -0.02 0.04
H -2.734038 6.693012 -2.717338 0.06 0.01 -0.01
H -2.922538 7.137123 0.287959 -0.04 -0.02 0.01
H -4.273026 6.975050 -0.842888 0.01 -0.02 0.00
H -3.826279 4.615317 -1.162020 -0.08 0.03 0.05
H -3.349094 4.795959 0.539027 0.08 -0.07 -0.02
H -0.438277 6.314681 -0.754004 0.03 0.04 -0.05
H -0.646741 5.584626 -2.358894 -0.03 -0.10 0.03
C -3.900946 3.473777 -6.086389 -0.20 0.06 -0.10
C -2.634667 3.932895 -6.793855 0.18 -0.12 0.04
C -2.486785 5.355254 -6.276849 -0.11 0.19 -0.03
O -3.045587 5.373538 -4.958557 -0.02 -0.15 -0.13
C -3.766511 4.156112 -4.734413 0.16 -0.06 0.21
H -3.993772 2.391072 -6.008292 0.02 0.02 0.03
H -4.779864 3.854580 -6.612883 0.00 -0.03 0.02
H -1.786214 3.325656 -6.467576 0.00 0.02 -0.03
H -2.693009 3.879569 -7.880403 -0.01 0.03 0.02
H -3.050495 6.063412 -6.893419 0.06 -0.02 -0.07
H -1.446696 5.682081 -6.236424 -0.03 0.04 0.08
H -3.186247 3.542995 -4.035801 -0.07 -0.05 0.01
H -4.731608 4.382179 -4.278501 0.04 0.09 0.02
C -0.259882 -2.804868 -5.710119 -0.12 -0.14 -0.10
C -0.911623 -2.038645 -4.569401 0.11 0.17 0.12
C -1.179684 -3.142780 -3.558355 -0.16 -0.13 -0.01
O -0.150104 -4.123142 -3.741335 0.01 0.16 -0.08
C 0.557453 -3.844346 -4.956194 0.16 0.03 0.12
H 0.346167 -2.184246 -6.369284 0.02 -0.01 0.03
H -1.027034 -3.295741 -6.314240 0.04 0.00 -0.01
H -0.202351 -1.317257 -4.153985 -0.04 0.02 0.00
H -1.813781 -1.501274 -4.859667 0.00 -0.02 0.03
H -2.144946 -3.625911 -3.742612 -0.05 0.07 0.05
H -1.164056 -2.783349 -2.526954 -0.02 -0.05 0.00
H 1.545915 -3.453554 -4.689414 0.03 0.00 -0.10
H 0.690537 -4.767675 -5.521199 -0.02 -0.04 0.09
C -5.910111 6.515617 2.813068 0.21 -0.11 -0.08
C -5.866112 7.891798 3.459737 -0.16 0.05 0.14
C -6.043766 8.805274 2.256563 0.13 0.03 -0.17
O -6.845042 8.088347 1.311016 0.10 -0.08 0.15
C -6.941100 6.718520 1.714410 -0.21 0.07 0.02
H -6.175329 5.714262 3.501906 -0.02 0.01 -0.02
H -4.936313 6.280969 2.374102 -0.02 -0.03 0.01
H -6.709137 8.006856 4.145892 0.03 0.02 0.00
H -4.948692 8.090053 4.012763 0.00 0.00 -0.04
H -5.081838 9.030664 1.783163 0.03 0.05 0.08
H -6.533979 9.746033 2.510666 -0.05 -0.02 -0.08
H -7.956691 6.545397 2.086752 0.02 -0.10 0.00
H -6.772723 6.070894 0.852374 -0.02 0.08 -0.05
C 11.546499 -1.634016 -0.042832 0.15 0.15 0.04
C 10.780819 -2.181275 1.153264 -0.07 -0.20 -0.05
C 9.595889 -1.230863 1.226510 0.01 0.19 0.06
O 9.329989 -0.803994 -0.116081 0.12 -0.13 0.04
C 10.416675 -1.194277 -0.960839 -0.17 -0.11 -0.08
H 12.213811 -2.359119 -0.507843 -0.03 0.01 -0.01
H 12.141068 -0.768620 0.260795 0.00 -0.02 -0.03
H 10.434915 -3.196255 0.939830 0.01 0.01 0.03
H 11.362264 -2.206942 2.074178 -0.02 0.03 -0.01
H 9.831905 -0.343854 1.822337 -0.03 -0.05 0.08
H 8.703583 -1.699726 1.643092 -0.05 0.08 -0.05
H 10.074634 -2.021703 -1.592855 0.09 0.00 -0.05
H 10.696797 -0.359043 -1.604404 -0.08 0.03 0.02
C -4.708100 -3.542232 -0.335658 0.07 0.08 -0.15
C -6.204825 -3.685945 -0.102534 -0.06 0.00 0.19
C -6.501412 -5.011628 -0.784105 0.03 -0.07 -0.19
O -5.318819 -5.805839 -0.667323 0.05 0.12 0.04
C -4.232010 -4.982144 -0.217585 -0.19 0.04 0.10
H -4.215071 -2.873900 0.368993 0.03 -0.02 -0.04
H -4.523696 -3.168189 -1.346721 0.04 0.03 0.04
H -6.407946 -3.762151 0.969131 -0.02 0.01 -0.02
H -6.794135 -2.861057 -0.502501 0.01 -0.02 -0.01
H -6.712862 -4.872307 -1.850424 -0.09 0.05 0.02
H -7.341787 -5.539833 -0.330277 0.05 -0.08 -0.02
H -4.011976 -5.235625 0.820757 -0.02 0.01 0.00
H -3.341717 -5.181393 -0.814004 -0.07 -0.10 -0.04
```
Positions in Å, forces in eV/Å.

Summary:
- Kohn-Sham gap: 8.45 eV
- DFT total energy: -9859.30939 Eh
- Lowest unoccupied orbital energy: 0.2 eV